{"formula": "C16H29GdN2", "method": "wB97M-V/def2-TZVPD", "lumo_ev": [-7.18, -9.22], "orbital_gap_ev": [7.7, 5.6], "largest_force_ha_per_bohr": 0.0822, "molar_mass_g_mol": 406.7, "spin_multiplicity": 8, "total_energy_ev": -40853.9790, "charge": 2, "symbols": ["C", "C", "H", "H", "C", "H", "H", "C", "H", "H", "H", "N", "C", "H", "C", "H", "C", "H", "H", "H", "H", "H", "H", "H", "C", "C", "H", "H", "H", "C", "C", "H", "H", "H", "C", "H", "H", "C", "H", "C", "H", "C", "H", "N", "Gd", "H", "H", "C"], "coordinates": [[-0.15166, -3.60452, -3.04912], [1.40267, 1.21332, 0.61830], [3.70109, -1.35862, 0.26535], [-1.10605, 2.54270, 0.58276], [2.10008, 0.27420, -1.37047], [-0.02073, 3.83548, -0.02193], [1.68101, 0.73986, 2.67832], [-2.38205, -0.07102, 2.26982], [2.36249, -0.93954, -3.15356], [-1.16981, -3.78299, -3.38664], [0.45493, -3.30390, -3.90343], [-2.97328, 0.07225, 3.38754], [-0.67451, -1.09169, -2.29304], [-4.70801, 1.12375, 2.76661], [-0.10902, -2.49920, -1.95848], [0.23349, -4.56879, -2.68424], [0.68279, 1.72658, -3.02093], [3.47229, -1.31514, -1.81707], [-2.93472, -1.95346, 4.02017], [-0.27504, 2.26578, -2.96124], [2.01784, 2.43144, 2.26795], [0.03367, -0.64316, -2.96794], [-1.70475, 0.62689, -0.56649], [0.96090, -2.51678, -1.62171], [0.65450, 1.80794, -0.43739], [2.28464, 0.26341, 0.04799], [-4.48398, 0.94427, 4.53574], [0.33471, 1.85799, 2.36308], [-1.72973, -1.09667, -2.54512], [1.35169, 1.57975, 2.05236], [1.12499, 1.26830, -1.67427], [1.41887, 2.41204, -3.47679], [-3.51478, -0.75856, 5.22575], [0.55377, 0.90087, -3.73251], [2.94322, -0.49343, -2.32655], [-0.64245, -2.96447, -1.10082], [3.72074, 0.14974, -2.77794], [-3.98167, 1.13670, 3.59060], [-1.76660, -0.88942, 4.85405], [-0.42794, 2.82659, -0.25290], [-3.49528, 2.12153, 3.61691], [-2.78459, -0.94997, 4.44283], [4.23727, 0.19473, 0.97405], [-1.69991, -0.42190, 1.36959], [-0.27745, -0.77109, -0.26170], [2.98694, -0.78525, 1.79180], [-1.05319, 2.92026, -1.15887], [3.35261, -0.45678, 0.79956]], "forces_ev_per_angstrom": [[0.0, 0.2, 0.1], [-0.2, 1.0, 0.0], [-0.1, 0.5, 0.3], [0.4, 0.3, -0.4], [1.9, -0.9, 2.1], [-0.3, -0.6, -0.1], [0.0, 0.3, -0.1], [1.3, -1.4, -0.6], [0.2, 0.3, 0.2], [-0.1, 0.1, 0.0], [-0.1, 0.0, 0.0], [-0.9, 0.5, 0.5], [0.0, -1.3, -1.6], [0.1, 0.0, 0.3], [0.0, -1.9, -0.5], [0.0, 0.4, 0.1], [-0.1, 0.1, -0.3], [-0.2, 0.4, -0.2], [-0.1, 0.3, 0.2], [0.4, -0.2, 0.0], [-0.2, -0.2, -0.1], [-0.5, 0.2, -0.5], [-0.9, 1.0, -0.3], [-0.4, 0.7, -0.1], [-0.6, -0.3, -1.0], [0.7, -1.0, -1.9], [0.0, 0.1, -0.2], [0.3, 0.1, -0.1], [0.0, -0.1, -0.6], [-0.3, -0.3, 0.3], [-1.7, 1.7, 0.7], [-0.2, -0.2, 0.3], [0.1, -0.1, -0.1], [0.2, 0.3, 0.1], [0.1, -0.4, -0.3], [-0.2, 0.0, 0.0], [-0.3, -0.2, 0.1], [-0.1, 0.6, -0.5], [-0.4, 0.1, -0.1], [-0.4, 0.7, 0.2], [-0.2, -0.3, 0.1], [0.6, -0.6, 0.0], [-0.5, -0.4, -0.1], [-2.4, 1.2, 1.9], [3.7, -0.5, 1.9], [0.3, 0.1, -0.4], [0.3, 0.0, 0.4], [0.3, -0.5, 0.4]], "mulliken_charge": [-1.425, 0.701, 0.381, 0.273, 0.825, 0.361, 0.354, 0.316, 0.287, 0.372, 0.337, 0.018, -0.243, 0.348, -0.273, 0.409, -1.413, 0.349, 0.345, 0.353, 0.354, -0.228, 0.181, 0.271, 0.008, 0.616, 0.277, 0.270, 0.640, -1.398, 0.475, 0.378, 0.310, 0.365, -1.393, 0.256, 0.352, -0.763, 0.310, -1.172, 0.313, -0.808, 0.331, -0.415, 0.752, 0.372, 0.328, -1.659]}

{"formula": "C16H29IrN2O5PS2", "method": "wB97M-V/def2-TZVPD", "e_above_lowest_kcal_mol": 28.6, "lumo_ev": 1.94, "orbital_gap_ev": 6.1, "largest_force_ha_per_bohr": 0.0218, "molar_mass_g_mol": 616.7, "spin_multiplicity": 1, "total_energy_ev": -64081.8413, "charge": -1, "symbols": ["H", "H", "C", "O", "C", "C", "H", "H", "S", "H", "H", "H", "H", "O", "H", "N", "H", "C", "H", "H", "C", "H", "H", "C", "H", "C", "O", "C", "H", "H", "H", "O", "C", "C", "C", "P", "H", "C", "S", "H", "C", "H", "N", "H", "H", "H", "C", "H", "O", "H", "H", "C", "H", "C", "H", "Ir"], "coordinates": [[-1.06130, 3.72321, 2.31070], [-4.16774, -1.38258, -1.74113], [3.04460, -0.61283, -2.23837], [-4.56988, 3.64034, 2.57436], [-0.27656, 0.16076, 1.70530], [-4.95703, -0.18191, -0.10837], [0.57735, 3.52778, 2.96632], [-1.89672, -1.34417, -0.80258], [-1.17405, -1.23108, 1.84126], [2.91768, -5.35973, -1.49522], [4.28995, 0.63335, -0.97897], [2.17972, 3.62993, 0.48228], [2.99252, -0.22098, -0.11821], [-6.11358, -0.10005, -0.49546], [2.34849, 2.31186, 1.65159], [-4.40850, 0.48570, 0.92598], [1.39067, -4.99814, 0.39235], [0.30992, 2.68658, 0.98385], [-1.48452, 3.03828, -0.17646], [1.62058, 0.26299, -3.60383], [-0.40630, 3.04055, -0.32572], [2.76702, 1.42887, -2.89037], [4.43358, -1.10227, -0.65476], [2.27285, -3.21319, 1.14171], [-5.98107, 1.87052, 1.11964], [-0.12486, 1.33810, 1.41182], [2.35120, -1.85321, -2.18236], [3.73378, -0.30570, -0.91435], [3.69916, -3.80685, -1.19779], [-5.51531, 1.06755, 2.61721], [3.85981, -5.12341, -0.00706], [1.04159, -3.58419, -0.98384], [1.82551, 2.63144, 0.74900], [-0.00299, 3.72877, 2.06392], [1.93018, -4.13739, -0.02038], [0.92430, -1.94639, -1.26369], [1.37007, -2.82178, 1.61073], [-4.18100, 2.60988, 2.08284], [-0.57262, -1.91938, -2.61675], [-0.10182, 4.03964, -0.64527], [-5.12975, 1.48534, 1.68062], [1.41445, 0.77914, -1.93809], [-2.57249, -0.59070, -0.56804], [-0.15152, 2.32600, -1.10995], [2.83978, -3.77845, 1.88578], [-3.97691, -2.06432, -0.11688], [3.18543, -4.64156, -0.72016], [0.26745, 4.72023, 1.69366], [-2.89236, 2.34952, 1.86690], [2.88140, -2.36726, 0.81927], [2.07378, 1.94555, -0.05820], [-3.94126, -1.14524, -0.70411], [3.81934, -0.76707, -2.99772], [2.16064, 0.53944, -2.69923], [-2.39445, 0.05990, -1.33296], [-2.46819, 0.53858, 1.12918]], "forces_ev_per_angstrom": [[0.0, 0.0, 0.0], [0.0, 0.0, 0.0], [0.1, 0.0, -0.1], [-0.1, 0.1, 0.0], [-0.1, -0.3, -0.1], [-0.1, -0.1, 0.1], [0.0, 0.0, 0.0], [0.2, 0.2, 0.2], [-0.1, -0.6, 0.5], [0.0, 0.0, 0.0], [0.0, 0.0, 0.0], [0.0, 0.0, 0.0], [0.0, 0.0, 0.0], [0.0, 0.0, 0.0], [0.0, 0.0, 0.0], [-0.1, 0.2, -0.1], [0.0, 0.0, 0.0], [0.1, -0.1, 0.1], [0.0, 0.0, 0.0], [0.0, 0.0, 0.0], [0.0, 0.0, 0.0], [0.0, 0.0, 0.0], [0.0, 0.0, 0.0], [0.0, 0.0, 0.0], [0.1, 0.1, 0.0], [-0.3, 0.7, -0.5], [-0.1, 0.1, 0.0], [0.0, 0.0, 0.0], [0.0, 0.0, 0.0], [-0.1, 0.0, 0.0], [0.0, 0.0, 0.0], [-0.1, 0.1, 0.1], [0.0, 0.1, 0.0], [0.0, 0.0, 0.0], [0.0, 0.0, 0.0], [0.2, -0.1, 0.0], [0.0, 0.0, 0.0], [0.2, -0.1, 0.0], [-0.1, 0.0, -0.1], [0.0, 0.0, 0.0], [-0.1, -0.1, 0.0], [0.0, 0.0, 0.0], [-0.2, -0.2, -0.4], [0.0, 0.0, 0.0], [0.0, 0.0, 0.0], [0.0, 0.0, 0.0], [0.0, 0.0, 0.0], [0.0, 0.0, 0.0], [-0.5, 0.1, 0.3], [0.0, 0.0, 0.0], [0.0, 0.0, 0.0], [0.1, 0.1, 0.0], [0.0, 0.0, 0.0], [0.0, 0.0, 0.0], [0.0, 0.0, 0.0], [1.1, 0.2, 0.0]], "nbo_charge": [0.253, 0.230, 0.111, -0.615, -0.276, 0.640, 0.203, 0.463, 0.111, 0.212, 0.197, 0.203, 0.218, -0.648, 0.209, -0.604, 0.162, -0.133, 0.229, 0.235, -0.594, 0.194, 0.207, -0.643, 0.241, 0.009, -0.842, -0.642, 0.221, 0.215, 0.187, -0.835, -0.581, -0.599, 0.117, 1.094, 0.219, 0.784, -0.843, 0.204, -0.356, 0.207, -0.741, 0.218, 0.199, 0.221, -0.628, 0.198, -0.771, 0.212, 0.223, -0.318, 0.167, -0.645, 0.407, 0.894]}

{"formula": "C16H29N2NdS", "method": "wB97M-V/def2-TZVPD", "e_above_lowest_kcal_mol": 5.1, "lumo_ev": [-8.25, -8.24], "orbital_gap_ev": [5.6, 5.6], "largest_force_ha_per_bohr": 0.0500, "molar_mass_g_mol": 425.7, "spin_multiplicity": 4, "total_energy_ev": -46137.7024, "charge": 2, "symbols": ["H", "C", "C", "C", "H", "H", "C", "C", "C", "N", "H", "H", "H", "H", "H", "C", "H", "H", "H", "H", "S", "H", "H", "C", "H", "H", "H", "C", "H", "C", "H", "H", "C", "H", "N", "Nd", "C", "C", "H", "H", "H", "H", "H", "C", "H", "H", "H", "C", "C"], "coordinates": [[0.33379, 3.24118, -0.60064], [-2.69325, -1.79936, 1.43811], [1.82094, 4.34695, 1.60808], [3.18861, -3.42248, 0.32581], [2.07501, 4.47694, 2.66263], [-1.71747, -3.56261, -1.84915], [-2.07399, -1.13095, 0.25780], [1.77830, 2.31672, 0.40123], [-2.10572, 0.26599, -0.05449], [2.52894, 3.17633, 1.07055], [-0.12074, -3.58048, -1.09408], [2.60910, -1.35787, 0.39341], [-3.89417, 1.43471, 0.19249], [-1.94418, -2.11103, 2.18887], [-3.23303, -2.70513, 1.12519], [-1.21643, 1.68949, -2.08317], [-0.11655, 3.61325, 2.27737], [-2.41983, 2.29344, 0.67018], [-0.22067, 4.84653, 0.97239], [1.38957, -2.40158, 2.35818], [2.29239, 1.10726, -0.68142], [3.73905, -3.36523, 1.26999], [-1.68408, 1.49863, -3.06476], [2.08822, -2.33674, 0.28139], [3.89645, -3.27987, -0.49532], [2.12518, 5.25036, 1.06427], [2.74558, -4.41874, 0.23698], [-1.27578, -1.78902, -0.73311], [3.54305, 3.08293, 1.10024], [-2.90471, 1.30113, 0.66307], [-1.57277, -3.81750, -0.09858], [-3.07685, 1.01483, 1.71005], [-1.30091, 0.46908, -1.22728], [0.31472, -2.08159, -2.94942], [0.41881, 2.90825, 0.37305], [0.31910, -0.32565, 0.71380], [0.05571, -1.02109, -2.84162], [-0.75803, -0.79244, -1.61842], [-1.74574, 2.55245, -1.64795], [-0.38155, 2.20339, 0.36177], [-3.40527, -1.13011, 1.93542], [0.41781, -3.41787, 1.19748], [1.65706, -2.32227, -0.73565], [-1.15945, -3.25897, -0.94627], [-0.16915, 1.97233, -2.29178], [0.99134, -0.44365, -2.82021], [-0.50105, -0.71399, -3.74202], [0.99879, -2.50345, 1.33263], [0.36386, 4.02746, 1.39290]], "forces_ev_per_angstrom": [[0.0, 0.3, 0.0], [-0.3, -0.1, 0.3], [1.0, 0.6, 0.2], [0.0, 0.3, -0.2], [-0.1, 0.1, -0.1], [0.2, 0.2, 0.3], [0.3, 0.3, -0.8], [1.9, -0.1, -1.7], [0.5, -0.6, -0.5], [-0.8, -0.3, 0.1], [-0.2, 0.0, 0.0], [0.1, -0.1, 0.0], [0.3, 0.0, 0.2], [-0.2, 0.0, -0.2], [0.1, 0.3, 0.2], [0.0, 0.4, -0.2], [0.0, 0.2, 0.0], [-0.2, -0.1, 0.0], [0.0, -0.1, 0.2], [0.0, -0.2, -0.1], [-0.3, 1.5, 1.2], [-0.1, -0.1, -0.1], [0.2, 0.2, 0.3], [0.3, -0.6, 0.4], [0.0, -0.1, 0.1], [0.0, -0.2, 0.1], [0.0, 0.2, 0.0], [-0.3, 0.7, -0.2], [-0.2, -0.1, 0.0], [-0.3, 0.3, 0.3], [0.1, 0.1, -0.2], [0.0, 0.2, -0.3], [-0.1, -0.5, 0.4], [0.0, 0.3, 0.0], [-1.0, -0.5, -0.8], [0.0, -1.8, 1.3], [0.2, -0.1, -0.4], [-0.8, 0.1, 0.6], [0.1, -0.2, -0.1], [0.6, 0.6, 0.2], [0.1, -0.3, -0.1], [0.1, 0.2, 0.2], [-0.1, 0.0, 0.0], [0.0, -0.5, 0.0], [-0.2, 0.0, -0.1], [-0.2, -0.1, -0.2], [0.2, -0.1, 0.2], [-0.3, 0.7, -0.5], [-0.6, -0.6, -0.2]], "mulliken_charge": [0.413, -1.481, -0.501, -1.507, 0.348, 0.340, -0.196, 0.236, 0.993, -0.115, 0.336, 0.071, 0.357, 0.280, 0.360, -1.625, 0.342, 0.273, 0.401, 0.544, -0.226, 0.346, 0.395, 0.470, 0.409, 0.361, 0.368, 1.113, 0.292, -1.658, 0.442, 0.419, 1.274, 0.400, 0.382, 0.919, -1.717, -0.311, 0.396, -0.453, 0.444, 0.258, -0.007, -1.679, 0.337, 0.197, 0.437, -1.014, -0.464]}